{
  "formula": "C4H9N3O2",
  "method": "wB97M-V/def2-TZVPD",
  "energy_ev": -12859.675,
  "homo_lumo_gap_ev": 10.59,
  "e_above_lowest_ev": 0.253,
  "e_homo_ev": -9.71,
  "e_lumo_ev": 0.879,
  "total_charge": 0,
  "multiplicity": 1,
  "species": ["C", "N", "C", "C", "O", "H", "H", "H", "H", "H", "N", "C", "N", "O", "H", "H", "H", "H"],
  "coordinates": [[3.6791, 0.0000, -1.4710], [2.5210, 0.3063, -1.1328], [1.4910, -0.2751, -0.4782], [1.3752, 0.1720, 0.9532], [0.6659, -0.9716, -1.0397], [4.2722, 0.7276, -2.0116], [4.1480, -0.9588, -1.2457], [2.1693, 0.8608, 1.2243], [0.3983, 0.6446, 1.0946], [1.4086, -0.7069, 1.5942], [-2.0646, -0.7699, -0.1775], [-2.4087, 0.3256, 0.5422], [-3.7581, 0.5812, 0.5985], [-1.6032, 1.0401, 1.1099], [-2.7416, -1.1955, -0.7862], [-1.0882, -0.8876, -0.4390], [-4.4158, -0.1455, 0.3757], [-4.0483, 1.2526, 1.2891]],
  "nbo_charge": [0.01, -0.41, 0.68, -0.74, -0.62, 0.17, 0.16, 0.22, 0.30, 0.23, -0.85, 0.78, -0.85, -0.68, 0.38, 0.44, 0.38, 0.40]
}


{
  "formula": "C4H9N3O4",
  "method": "wB97M-V/def2-TZVPD",
  "energy_ev": -16949.700,
  "homo_lumo_gap_ev": 9.06,
  "e_above_lowest_ev": 0.656,
  "e_homo_ev": -10.05,
  "e_lumo_ev": -0.988,
  "total_charge": 0,
  "multiplicity": 1,
  "species": ["H", "N", "C", "O", "C", "N", "O", "O", "H", "H", "H", "H", "N", "C", "C", "O", "H", "H", "H", "H"],
  "coordinates": [[0.9920, 0.4735, -3.3845], [1.4774, 0.6723, -2.5292], [0.6334, 1.1084, -1.7054], [0.9455, 1.3606, -0.4135], [2.2824, 1.0200, 0.0557], [-0.8158, 1.3672, -1.9797], [-1.5753, 1.6268, -1.0486], [-1.1070, 1.3913, -3.1664], [3.1411, 1.5668, -0.2095], [2.3616, 0.0867, -0.3636], [2.3235, 0.9725, 1.0777], [-1.8058, -2.3360, -0.1139], [-1.6717, -1.3140, -0.0448], [-1.3899, -0.9969, 1.1657], [-0.9933, -1.8431, 2.4156], [-1.1689, 0.2491, 1.5020], [0.1811, -2.0546, 2.3557], [-1.5054, -2.8095, 2.3668], [-1.0823, -1.1952, 3.4021], [-1.2224, 0.6541, 0.6177]],
  "nbo_charge": [0.38, -0.64, 0.60, -0.49, -0.24, 0.48, -0.34, -0.33, 0.19, 0.20, 0.20, 0.35, -0.77, 0.58, -0.71, -0.68, 0.23, 0.22, 0.25, 0.51]
}


{
  "formula": "C4H9N3S",
  "method": "wB97M-V/def2-TZVPD",
  "energy_ev": -19598.002,
  "homo_lumo_gap_ev": 8.90,
  "e_above_lowest_ev": 1.634,
  "e_homo_ev": -8.36,
  "e_lumo_ev": 0.548,
  "total_charge": 0,
  "multiplicity": 1,
  "species": ["C", "C", "N", "N", "N", "C", "C", "S", "H", "H", "H", "H", "H", "H", "H", "H", "H"],
  "coordinates": [[-0.1124, -1.3614, 1.0262], [-0.2801, -0.2654, 0.0142], [-1.2957, -0.0317, -0.7102], [-2.2697, -1.0832, -0.6068], [0.7637, 0.6786, -0.0806], [0.4023, 2.0948, -0.0138], [2.0185, 0.2932, -0.2884], [2.5341, -1.2525, -0.5436], [0.7862, -1.2465, 1.6329], [-1.0907, -1.3591, 1.6099], [-0.0513, -2.3504, 0.5816], [-3.0714, -0.6876, -1.0818], [-1.9962, -1.7796, -1.2862], [0.5648, 2.4861, 0.9889], [0.9818, 2.5911, -0.7965], [-0.6509, 2.1903, -0.2775], [2.7672, 1.0832, -0.1682]],
  "nbo_charge": [-0.71, 0.43, -0.30, -0.67, -0.43, -0.41, -0.05, -0.17, 0.24, 0.25, 0.25, 0.35, 0.35, 0.20, 0.21, 0.24, 0.20]
}


{
  "formula": "C4H9N3S",
  "method": "wB97M-V/def2-TZVPD",
  "energy_ev": -19596.167,
  "homo_lumo_gap_ev": 9.12,
  "e_above_lowest_ev": 3.469,
  "e_homo_ev": -8.36,
  "e_lumo_ev": 0.752,
  "total_charge": 0,
  "multiplicity": 1,
  "species": ["N", "C", "C", "N", "N", "C", "C", "S", "H", "H", "H", "H", "H", "H", "H", "H", "H"],
  "coordinates": [[-0.1527, 1.9439, 0.2537], [-0.4898, 0.5926, -0.3739], [-1.8935, -0.0298, -0.2097], [-1.6425, -1.4708, -0.3589], [-0.3741, -1.8051, 0.0247], [0.4292, -0.7660, 0.0170], [1.8406, -0.8076, 0.5402], [3.3155, -0.3430, -0.4213], [-0.9925, 2.6002, 0.0150], [0.8020, 2.1745, -0.0893], [-0.5915, 0.7010, -1.5260], [-2.4301, 0.2490, 0.8468], [-2.4730, 0.1593, -1.1269], [-2.2309, -2.1257, 0.0272], [1.9706, -1.7686, 0.9276], [1.6904, -0.1859, 1.6370], [3.2223, 0.8819, -0.1833]],
  "nbo_charge": [-0.86, -0.11, -0.26, -0.44, -0.23, 0.18, -0.58, 0.02, 0.38, 0.38, 0.18, 0.18, 0.21, 0.37, 0.25, 0.24, 0.10]
}


{
  "formula": "C4H9N4",
  "method": "wB97M-V/def2-TZVPD",
  "energy_ev": -10242.251,
  "homo_lumo_gap_ev": 10.74,
  "e_above_lowest_ev": 5.747,
  "e_homo_ev": -14.50,
  "e_lumo_ev": -3.759,
  "total_charge": 1,
  "multiplicity": 1,
  "species": ["C", "C", "C", "N", "C", "N", "N", "N", "H", "H", "H", "H", "H", "H", "H", "H", "H"],
  "coordinates": [[-1.0490, -0.8547, -0.6276], [-0.8926, 0.7262, -1.0053], [0.0935, 1.1298, 0.0319], [-0.1986, 0.1198, 1.2277], [0.2289, -1.0435, 0.2316], [1.3531, -0.6448, -0.5157], [2.3244, 0.0844, 0.1583], [1.3740, 0.7679, -0.5795], [-1.9111, -1.0265, -0.0024], [-1.1402, -1.5258, -1.5278], [-0.4499, 0.5938, -2.0086], [-1.8992, 1.3312, -1.1179], [0.2589, 2.2286, 0.3502], [0.3185, 0.0429, 2.1187], [-1.1842, 0.1167, 1.4335], [0.4578, -2.0520, 0.6503], [2.3155, 0.0061, 1.1827]],
  "nbo_charge": [-0.41, -0.47, 0.06, -0.60, 0.06, -0.13, -0.27, -0.08, 0.21, 0.27, 0.29, 0.28, 0.28, 0.45, 0.45, 0.27, 0.34]
}


{
  "formula": "C4H9N4O",
  "method": "wB97M-V/def2-TZVPD",
  "energy_ev": -12294.056,
  "homo_lumo_gap_ev": 8.68,
  "e_above_lowest_ev": 1.566,
  "e_homo_ev": -12.19,
  "e_lumo_ev": -3.509,
  "total_charge": 1,
  "multiplicity": 1,
  "species": ["N", "C", "O", "N", "C", "C", "N", "C", "N", "H", "H", "H", "H", "H", "H", "H", "H", "H"],
  "coordinates": [[-2.0909, -0.0780, -0.6608], [-1.3341, -0.4331, 0.6271], [-2.2298, -0.3586, 1.6477], [-0.2843, 0.4167, 0.9007], [0.9050, 0.2307, 0.1496], [1.0693, -0.4830, -0.9918], [2.3384, -0.3468, -1.5444], [2.9682, 0.4464, -0.6639], [2.1436, 0.8223, 0.3579], [-2.8775, -0.7297, -0.8504], [-2.3745, 0.8963, -0.4244], [-1.3239, -0.0991, -1.3540], [-0.9346, -1.4410, 0.4710], [-2.2175, -0.9985, 2.3387], [-0.4055, 1.4023, 1.3029], [0.3247, -1.1471, -1.6456], [4.0479, 0.6529, -0.8548], [2.2753, 1.2473, 1.1946]],
  "nbo_charge": [-0.72, 0.41, -0.71, -0.64, 0.22, -0.18, -0.42, 0.17, -0.51, 0.46, 0.45, 0.46, 0.20, 0.53, 0.43, 0.19, 0.24, 0.42]
}